Entry 1:
Molecular formula: C3H4N2O3P
Method: DFT, the ωB97M-V functional and the def2-TZVPD basis

Total charge: -1
E: -793.27382 hartree
HOMO energy (spin up / spin down): -4.96 / -4.62 eV
2S+1: 1

Each line ends with the Löwdin charge.
CARTESIAN COORDINATES (ANGSTROEM)
C1 -0.223 -0.933 1.464  -0.8513
C2 1.040 1.068 -1.121  -0.2601
C3 0.822 -0.182 -1.877  -0.2498
N1 -0.255 0.705 -1.586  0.0461
N2 -1.119 -0.356 0.661  -0.0731
O1 0.748 -1.618 1.252  0.0158
O2 -0.660 -0.605 2.748  -0.2423
O3 -3.215 -0.073 2.354  -0.4231
P1 -1.866 0.427 2.031  0.7108
H1 1.238 1.008 -0.058  0.0827
H2 1.504 1.925 -1.607  0.0810
H3 1.126 -0.244 -2.919  0.0819
H4 0.860 -1.122 -1.342  0.0813

Entry 2:
Molecular formula: C31H43BF4N3O2Se2Tc
Method: DFT, the ωB97M-V functional and the def2-TZVPD basis

Total charge: +1
E: -6829.77781 hartree
HOMO energy (spin up / spin down): -9.82 / -9.82 eV
2S+1: 4

Each line ends with the Löwdin charge.
CARTESIAN COORDINATES (ANGSTROEM)
Tc1 0.256 -0.158 -0.921  1.3548
C1 -2.721 -4.693 0.874  -0.3865
Se1 -1.300 -3.388 1.102  0.9507
C2 -0.008 -4.226 -0.085  -0.5567
C3 -0.344 -4.157 -1.562  -0.5096
Se2 -0.495 -2.379 -2.378  0.9484
C4 -2.421 -2.123 -2.266  -0.3365
H1 -2.366 -5.683 1.149  0.0294
H2 -3.100 -4.692 -0.146  0.0159
H3 -3.521 -4.400 1.549  0.0255
H4 0.090 -5.273 0.207  0.0765
H5 0.947 -3.744 0.120  0.0252
H6 -1.292 -4.646 -1.783  0.0611
H7 0.424 -4.661 -2.151  0.0651
H8 -2.898 -3.000 -2.697  0.0409
H9 -2.651 -1.247 -2.870  0.0060
H10 -2.713 -1.982 -1.230  0.0119
F1 -1.412 0.889 2.627  0.2167
B1 -1.105 1.238 1.359  -1.2097
F2 -1.262 -0.069 0.528  -0.1504
F3 -1.899 2.167 0.766  0.1949
F4 0.271 1.508 1.168  0.0751
C5 -1.674 3.171 -2.601  -0.0363
C6 -0.921 1.928 -3.097  -0.5325
C7 0.429 2.378 -3.655  -0.0273
C8 -0.867 0.955 -1.954  -0.1323
C9 -1.723 1.117 -4.130  -0.1890
C10 -3.084 1.325 -4.342  -0.0215
C11 -3.792 0.525 -5.229  -0.0609
C12 -3.157 -0.497 -5.916  -0.0740
C13 -1.801 -0.715 -5.715  -0.0742
C14 -1.097 0.084 -4.828  -0.0740
H11 -1.066 3.697 -1.864  0.0974
H12 -2.615 2.919 -2.115  0.0865
H13 -1.871 3.847 -3.434  0.1024
H14 0.995 2.900 -2.881  0.0852
H15 0.265 3.076 -4.477  0.1059
H16 1.030 1.556 -4.033  0.0494
H17 -1.871 0.882 -1.511  0.0847
H18 -3.604 2.117 -3.822  0.1103
H19 -4.847 0.708 -5.384  0.1113
H20 -3.712 -1.117 -6.608  0.1092
H21 -1.291 -1.507 -6.247  0.1108
H22 -0.042 -0.108 -4.677  0.0886
C15 4.057 1.483 -2.422  -0.1323
C16 4.170 0.078 -3.016  -0.1314
C17 2.723 -0.379 -3.058  -0.1698
O1 2.087 0.303 -1.937  -0.3614
C18 2.998 1.292 -1.358  -0.1488
H23 3.715 2.194 -3.176  0.1230
H24 4.994 1.845 -2.004  0.1287
H25 4.760 -0.566 -2.362  0.1208
H26 4.623 0.067 -4.005  0.1281
H27 2.582 -1.452 -2.931  0.1038
H28 2.217 -0.065 -3.970  0.1076
H29 3.407 0.870 -0.437  0.1225
H30 2.407 2.176 -1.126  0.1233
C19 -1.731 4.825 6.711  -0.0516
C20 -1.064 3.597 6.158  -0.2783
C21 -0.167 3.682 5.097  -0.0395
C22 0.465 2.555 4.605  -0.0331
C23 0.213 1.307 5.164  -0.2246
N1 0.884 0.202 4.583  0.1503
C24 0.892 -1.081 5.023  -0.4992
O2 0.373 -1.502 6.030  0.0961
N2 1.660 -1.970 4.237  0.1432
C25 2.013 -1.929 2.901  -0.2083
C26 3.158 -2.598 2.470  0.0273
C27 3.498 -2.576 1.131  -0.0341
C28 2.697 -1.882 0.248  -0.1656
N3 1.582 -1.249 0.640  -0.0433
C29 1.239 -1.280 1.932  -0.0963
C30 -0.677 1.197 6.223  -0.0004
C31 -1.302 2.341 6.701  -0.0301
H31 -1.908 5.564 5.930  0.0766
H32 -1.108 5.297 7.475  0.0842
H33 -2.687 4.581 7.172  0.0768
H34 0.036 4.644 4.643  0.1141
H35 1.145 2.642 3.763  0.1108
H36 1.491 0.437 3.815  0.1318
H37 1.872 -2.813 4.747  0.1559
H38 3.775 -3.120 3.190  0.1303
H39 4.382 -3.086 0.775  0.1188
H40 2.932 -1.844 -0.806  0.0938
H41 0.314 -0.794 2.210  0.0939
H42 -0.881 0.236 6.666  0.1021
H43 -2.000 2.243 7.524  0.1158

Entry 3:
Molecular formula: C14H34BClNO2P2
Method: DFT, the ωB97M-V functional and the def2-TZVPD basis

Total charge: +1
E: -1926.39686 hartree
HOMO energy: -9.26 eV
2S+1: 1

Each line ends with the Löwdin charge.
CARTESIAN COORDINATES (ANGSTROEM)
C1 7.133 -2.122 -1.013  -0.0838
C2 6.766 -0.843 -0.346  -0.3911
P1 5.131 0.122 -0.542  0.3485
Cl1 6.271 1.933 -0.250  0.1786
B1 4.448 0.918 -2.141  -0.7263
O1 4.954 0.729 -3.515  0.0134
O2 3.296 1.877 -1.996  -0.0482
P2 3.962 -1.747 -0.836  0.7315
C3 4.113 -2.379 -2.631  -0.3594
C4 2.160 -1.196 -0.407  -0.4926
C5 1.066 -1.504 -1.586  -0.1896
H1 6.909 -3.168 -0.482  0.0925
H2 7.660 -2.128 -2.071  0.0916
H3 7.559 -0.398 0.418  0.0876
H4 4.361 0.352 0.687  0.0283
H5 4.254 1.077 -4.174  0.1375
H6 3.673 2.597 -1.377  0.1024
H7 4.980 -1.868 -3.261  0.0573
H8 4.426 -3.529 -2.563  0.0535
H9 3.127 -2.354 -3.261  0.0381
H10 1.850 -1.758 0.592  0.0731
H11 2.139 -0.043 -0.135  0.0604
H12 1.452 -1.108 -2.638  0.0800
H13 0.849 -2.666 -1.613  0.0906
H14 0.079 -0.903 -1.331  0.0453
C6 -1.912 2.939 -0.462  -0.0959
C7 -1.763 1.435 -0.675  -0.2312
C8 -3.054 0.635 -0.465  -0.1081
N1 -3.354 0.184 0.994  -0.2310
C9 -4.782 -0.414 0.961  -0.0975
C10 -5.332 -0.705 2.350  -0.1716
C11 -5.289 0.529 3.234  -0.1897
C12 -3.869 1.057 3.331  -0.1669
C13 -3.291 1.372 1.957  -0.1060
C14 -2.350 -0.901 1.397  0.0401
H15 -1.868 3.214 0.592  0.0610
H16 -1.093 3.468 -0.961  0.0872
H17 -2.852 3.313 -0.878  0.0853
H18 -0.928 1.052 -0.083  0.0974
H19 -1.477 1.299 -1.726  0.1224
H20 -3.011 -0.288 -1.058  0.1322
H21 -3.917 1.214 -0.812  0.1316
H22 -5.426 0.319 0.461  0.1383
H23 -4.745 -1.324 0.352  0.1389
H24 -6.370 -1.047 2.259  0.1322
H25 -4.779 -1.525 2.822  0.1186
H26 -5.666 0.287 4.234  0.1270
H27 -5.946 1.304 2.824  0.1263
H28 -3.236 0.334 3.857  0.1202
H29 -3.862 1.970 3.939  0.1332
H30 -2.240 1.656 2.063  0.1302
H31 -3.855 2.190 1.494  0.1435
H32 -1.346 -0.470 1.407  0.1012
H33 -2.410 -1.716 0.670  0.1143
H34 -2.596 -1.273 2.393  0.0976

Entry 4:
Molecular formula: C3H10NO
Method: DFT, the ωB97M-V functional and the def2-TZVPD basis

Total charge: +1
E: -249.99357 hartree
HOMO energy: -11.41 eV
2S+1: 1

Each line ends with the Löwdin charge.
CARTESIAN COORDINATES (ANGSTROEM)
C1 -1.513 -2.575 -3.279  0.0277
N1 -2.798 -1.938 -3.930  0.1440
H1 -0.860 -1.781 -3.037  0.0815
H2 -1.662 -3.114 -2.388  0.0811
H3 -1.068 -3.264 -4.037  0.1200
H4 -3.179 -1.115 -3.347  0.2047
H5 -3.479 -2.734 -4.108  0.1920
H6 -2.617 -1.466 -4.807  0.1490
O1 1.257 2.303 2.761  0.0251
C2 1.675 2.246 3.888  -0.3092
C3 3.060 2.827 4.328  -0.0507
H7 1.140 1.765 4.752  0.1129
H8 2.928 3.239 5.419  0.1173
H9 3.297 3.505 3.540  0.0564
H10 3.818 2.101 4.243  0.0482

Entry 5:
Molecular formula: C3H7BrN3
Method: DFT, the ωB97M-V functional and the def2-TZVPD basis

Total charge: +1
E: -2856.41419 hartree
HOMO energy: -14.09 eV
2S+1: 1

Each line ends with the Löwdin charge.
CARTESIAN COORDINATES (ANGSTROEM)
C1 0.194 -0.921 0.088  -0.4992
C2 -0.274 1.708 -0.011  0.0729
C3 1.002 0.070 -0.658  -0.4800
N1 -0.954 -0.595 0.625  0.1055
N2 0.444 -2.239 0.019  0.1713
N3 -1.326 0.855 0.510  0.0110
Br1 2.845 0.381 -0.089  0.7393
H1 0.628 1.939 0.445  0.0344
H2 -0.699 2.362 -0.739  0.0995
H3 0.919 -0.055 -1.801  0.1141
H4 1.329 -2.594 -0.364  0.1396
H5 -0.204 -2.847 0.502  0.1296
H6 -1.722 1.145 1.445  0.2083
H7 -2.182 0.793 0.029  0.1535

Entry 6:
Molecular formula: C9H27ClIIrOP2S
Method: DFT, the ωB97M-V functional and the def2-TZVPD basis

Total charge: +2
E: -2376.55096 hartree
HOMO energy (spin up / spin down): -13.39 / -14.81 eV
2S+1: 5

Each line ends with the Löwdin charge.
CARTESIAN COORDINATES (ANGSTROEM)
C1 0.599 -1.267 -0.026  -0.1766
I1 0.311 2.282 0.564  1.0037
H1 0.446 -2.402 -0.204  0.0629
H2 0.911 -1.264 1.029  0.0181
H3 1.376 -1.102 -0.787  0.0247
Ir1 -1.905 -1.473 -0.660  0.7894
P1 -1.476 -0.615 1.686  0.7200
C2 -0.557 0.317 3.074  -0.2656
C3 -3.174 -0.204 2.162  -0.2492
H4 -3.430 -0.523 3.172  0.0788
H5 -1.828 -2.451 3.332  0.0768
H6 -3.784 -0.700 1.417  -0.0044
H7 -2.023 -2.873 1.608  0.0199
H8 -0.492 1.389 2.841  -0.0705
H9 -3.312 0.867 2.075  0.0614
C4 -1.430 -2.313 2.331  -0.2619
H10 -0.981 0.268 4.094  0.0814
H11 -0.417 -2.688 2.302  0.0475
H12 0.482 -0.009 3.172  0.0383
P2 -0.713 -0.094 -2.329  0.7214
C5 0.664 1.158 -2.778  -0.2224
C6 -0.329 -1.538 -3.363  -0.2510
H13 -2.907 -0.128 -3.009  0.0093
H14 -1.943 0.579 -4.344  0.0783
H15 -2.348 1.549 -2.916  0.0624
C7 -2.107 0.556 -3.270  -0.2477
H16 -1.138 -2.216 -3.084  0.0215
H17 -0.338 -1.370 -4.434  0.0772
H18 0.706 1.495 -3.834  0.0825
H19 1.661 0.757 -2.543  0.0361
H20 0.617 -1.974 -3.074  0.0529
H21 0.543 2.066 -2.166  -0.0352
Cl1 -3.951 -2.269 -1.046  0.0656
C8 3.235 2.554 -0.003  -0.3462
S1 3.178 0.799 0.169  1.0047
C9 3.528 0.818 1.893  -0.2431
O1 1.598 0.574 0.271  -1.1052
H22 3.999 2.957 0.664  0.0807
H23 2.324 3.107 0.263  -0.1058
H24 3.508 2.833 -0.999  0.0626
H25 2.831 1.485 2.377  0.0611
H26 3.518 -0.122 2.411  0.0701
H27 4.548 1.185 1.960  0.0755